{"formula": "C4H9NO4", "method": "ωB97M-V with the def2-TZVPD basis set", "symbols": ["C", "N", "C", "O", "C", "C", "O", "O", "H", "H", "H", "H", "H", "H", "H", "O", "H", "H"], "xyz": [[-2.85686, -0.98058, -0.50024], [-1.68173, -0.71110, 0.35826], [-0.53498, -1.41147, 0.18249], [-0.48040, -2.45388, -0.50646], [0.66422, -0.84530, 0.88186], [1.11735, 0.32720, -0.05463], [0.39012, 1.01556, -0.78628], [2.49981, 0.33331, -0.19189], [-3.28485, -1.98980, -0.37812], [-2.51020, -0.86907, -1.54140], [-3.64955, -0.23711, -0.31183], [-1.66502, 0.19933, 0.82449], [0.49064, -0.60600, 1.94865], [1.39691, -1.67395, 0.83770], [2.98986, -0.37864, 0.30307], [2.75012, 3.55971, -0.34853], [2.42179, 2.66407, -0.10712], [1.94274, 4.05771, -0.61003]], "mulliken_charge": [-0.814, -0.205, 0.537, -0.648, -0.794, 0.738, -0.497, -0.498, 0.248, 0.285, 0.325, 0.283, 0.311, 0.379, 0.367, -0.660, 0.328, 0.315], "homo_energy_ev": -10.0, "mol_weight_g_mol": 135.1, "lumo_energy_ev": 0.28, "gap_ha": 0.3780, "relative_energy_kj_mol": 98.7}